13
Properties=species:S:1:pos:R:3 method="wB97M-V/def2-TZVPD" homo_energy_ev=-9.4 de_lowest_kj_mol=260.27 e_lumo_ev=1.0 smiles=CO[C@@]1(O)CN1 charge=0 gap_ev=10.383 largest_force_ev_per_a=0.505
C 1.912 0.532 0.095
O 0.842 -0.273 0.576
C -0.319 -0.259 -0.154
O -0.110 -0.230 -1.523
C -1.460 -0.972 0.431
N -1.541 0.480 0.131
H 2.701 0.464 0.849
H 1.594 1.575 -0.010
H 2.303 0.173 -0.864
H -1.376 -1.217 1.487
H -2.062 -1.646 -0.174
H -1.622 1.060 0.956
H -0.864 0.314 -1.800